A 6-piece molecular cluster, C37H63BClF15N3O16PS overall at a distorted geometry, computed with wB97M-V/def2-TZVPD.

Output
HOMO level, Eh: -0.2773
LUMO energy, Eh: 0.0019
DFT total energy, Eh: -5538.39688
SMILES: CB(O)[C@@H](CN)O[C@](CN)(CCCCS(=O)(=O)Cl)[C@@](N)(CCCCOC=O)P(C)C.CCOC(=O)C(F)(F)F.CCOC(=O)C(F)(F)F.CCOC(=O)C(F)(F)F.CCOC(=O)C(F)(F)F.CCOC(=O)C(F)(F)F
Kohn-Sham gap, eV: 7.60

Structure (XYZ):
```
138
Properties=species:S:1:pos:R:3:forces:R:3
C 3.161503 -0.563270 3.841963 -0.395 -0.673 0.199
B 1.821550 -1.364279 3.579688 -0.240 0.471 0.008
O 1.097486 -1.867313 4.655100 0.141 -0.504 -0.678
C 1.232843 -1.598620 2.115053 0.161 -0.032 1.285
C 1.560306 -3.083935 1.775603 0.529 1.058 -0.402
N 2.706631 -3.171532 0.859943 0.032 -0.313 0.162
O -0.165387 -1.301838 2.203178 0.046 -0.161 -0.494
C -0.732288 -0.624460 1.082927 -0.429 -0.368 -0.057
C -0.443882 -1.348626 -0.247246 0.595 0.394 -0.724
N 0.794708 -0.913001 -0.941759 -0.076 -0.209 0.181
C -0.195768 0.809696 1.070925 -0.151 0.638 0.439
C 0.062454 1.418481 2.464753 0.358 0.046 -0.161
C -0.208819 2.916686 2.493804 0.406 -0.020 -0.101
C 0.120216 3.533475 3.858096 0.132 -1.163 -0.533
S 1.242774 4.899124 3.747628 -1.162 1.241 0.970
O 1.227378 5.585765 5.001415 0.446 -0.383 0.157
O 0.970048 5.688592 2.589232 0.316 -0.445 -0.553
Cl 3.043511 3.966963 3.562575 -0.075 -0.024 -0.217
C -2.295416 -0.697528 1.331791 0.116 -0.531 0.690
N -2.683678 -0.420972 2.708115 -0.553 0.302 -0.322
C -3.067126 0.205158 0.346638 -0.750 0.031 0.850
C -3.453226 1.595791 0.889790 1.135 0.169 -0.751
C -3.404172 2.630466 -0.247811 -0.727 0.210 0.831
C -3.224424 4.069128 0.241253 0.020 0.139 -0.315
O -2.330770 4.770256 -0.661308 0.605 -0.052 0.220
C -1.046110 4.685587 -0.226058 2.111 -1.617 -1.350
O -0.178730 3.990180 -0.765771 -2.450 1.741 1.206
P -2.939895 -2.433325 0.939253 0.385 -0.516 -1.330
C -2.115406 -3.677704 2.030648 -0.729 0.258 0.431
C -4.685152 -2.464248 1.527160 0.695 0.158 0.949
H 3.264369 0.267074 3.150856 0.206 0.107 -0.091
H 3.169784 -0.218335 4.873532 0.118 0.202 0.067
H 4.016118 -1.236308 3.733049 0.195 0.069 -0.158
H 1.636640 -2.520475 5.110960 -0.043 0.239 0.632
H 1.786381 -0.953407 1.436797 -0.416 0.061 -0.509
H 0.684139 -3.578800 1.378471 -0.072 -0.154 -0.091
H 1.844549 -3.587282 2.692988 -0.041 -0.327 0.049
H 2.454821 -2.830776 -0.059970 -0.196 0.130 0.002
H 3.384956 -2.500339 1.202515 0.272 -0.079 -0.108
H -0.352359 -2.417434 -0.084245 -0.039 -0.117 0.229
H -1.279976 -1.240511 -0.932394 -0.311 0.050 0.130
H 0.858447 -1.462474 -1.790827 0.104 -0.037 -0.057
H 0.690009 0.042382 -1.260595 -0.011 0.070 -0.043
H 0.753022 0.877667 0.547994 0.078 -0.193 -0.141
H -0.851757 1.492939 0.531778 -0.177 -0.172 -0.232
H -0.426150 0.887415 3.275584 -0.243 -0.065 -0.002
H 1.133417 1.327231 2.658072 0.079 -0.166 0.226
H 0.426207 3.355606 1.724355 -0.050 0.169 -0.075
H -1.230322 3.151292 2.212144 -0.113 0.017 0.056
H -0.769907 3.824093 4.403801 0.049 0.602 0.091
H 0.614391 2.774449 4.460952 0.186 0.134 0.244
H -2.426885 0.499198 3.028588 0.153 -0.045 0.189
H -2.360809 -1.137578 3.337465 0.314 0.105 0.136
H -4.004269 -0.304862 0.131938 -0.055 -0.024 -0.405
H -2.525234 0.313465 -0.584818 0.071 -0.069 -0.151
H -2.695992 1.908122 1.607263 -0.152 -0.007 0.308
H -4.422534 1.594039 1.372860 -0.077 -0.069 0.208
H -4.362372 2.588968 -0.761055 0.130 -0.106 -0.517
H -2.599740 2.414298 -0.941259 0.087 -0.083 -0.136
H -2.809560 4.132699 1.248503 -0.037 -0.105 0.137
H -4.155513 4.623502 0.232719 -0.099 0.116 0.005
H -0.787120 5.297721 0.655769 -0.292 -0.059 -0.054
H -1.520016 -4.344516 1.419189 0.329 0.055 -0.020
H -2.899715 -4.301130 2.459426 -0.089 -0.078 0.034
H -1.546501 -3.272508 2.861187 0.241 0.037 -0.022
H -5.016498 -3.497414 1.484006 -0.045 -0.136 -0.286
H -5.332923 -1.840597 0.926166 -0.113 0.079 -0.099
H -4.729600 -2.167110 2.574266 -0.227 0.204 0.050
C 2.106919 4.763257 -2.376757 0.177 -0.277 -0.158
C 3.160790 5.093500 -3.412763 -0.201 0.155 0.369
O 3.944513 3.918652 -3.729412 0.215 -0.002 -0.016
C 3.406364 3.074120 -4.589168 -0.050 0.326 0.155
O 2.348467 3.175505 -5.133634 -0.086 -0.149 -0.152
C 4.380237 1.909656 -4.840337 0.044 -0.188 -0.001
F 4.894467 1.446010 -3.697346 0.032 -0.021 0.115
F 5.393885 2.314127 -5.613780 0.085 0.097 -0.070
F 3.767558 0.904701 -5.453245 -0.110 -0.065 -0.077
H 2.569141 4.317322 -1.495951 0.008 0.103 0.050
H 1.570448 5.658596 -2.075020 0.012 0.042 0.005
H 1.385904 4.046923 -2.763149 -0.052 0.065 -0.059
H 3.867610 5.820704 -3.022213 0.202 -0.137 -0.020
H 2.730584 5.501533 -4.317326 -0.028 -0.223 -0.218
C -0.118146 11.338325 -1.037911 0.007 -0.298 -0.003
C 0.923807 11.688078 -2.077646 -0.263 0.435 0.201
O 1.777846 10.562006 -2.361298 0.156 -0.018 -0.029
C 1.293281 9.662824 -3.201461 -0.042 0.304 0.121
O 0.231981 9.686650 -3.745586 -0.099 -0.142 -0.136
C 2.338466 8.557041 -3.423965 0.094 -0.225 -0.058
F 2.879430 8.158704 -2.269116 -0.020 -0.041 0.123
F 3.328576 8.997174 -4.205552 0.047 0.134 -0.096
F 1.787934 7.498581 -4.014049 -0.180 0.256 0.003
H 0.358107 10.950929 -0.136934 0.026 0.098 0.029
H -0.700928 12.220802 -0.777361 0.024 0.031 -0.010
H -0.798692 10.571639 -1.406640 -0.035 0.061 -0.061
H 1.585310 12.467431 -1.706699 0.161 -0.127 -0.010
H 0.469267 12.050151 -2.998686 -0.003 -0.175 -0.076
C -7.397814 -0.856686 -5.366507 0.259 -0.114 -0.057
C -7.512956 -1.052541 -3.870636 -0.404 0.274 -0.207
O -6.581012 -2.044457 -3.399124 -0.004 -0.103 0.102
C -5.337274 -1.630400 -3.213044 -0.280 0.087 -0.090
O -4.918085 -0.526913 -3.393791 0.184 0.098 0.050
C -4.483404 -2.787447 -2.669535 0.259 -0.203 0.041
F -4.698453 -3.918896 -3.347649 -0.106 -0.056 -0.078
F -4.786579 -3.006186 -1.388082 -0.295 -0.042 -0.144
F -3.192255 -2.499983 -2.758763 0.102 0.143 -0.022
H -7.518688 -1.808085 -5.884960 -0.104 0.004 0.014
H -8.162852 -0.164565 -5.716084 -0.027 -0.003 0.028
H -6.421117 -0.456475 -5.635826 -0.021 0.078 0.041
H -8.498175 -1.433564 -3.611434 0.080 -0.169 0.072
H -7.366277 -0.118477 -3.329790 0.183 -0.031 0.017
C -1.551790 -10.007434 2.355179 0.158 0.207 -0.138
C -1.443310 -9.556029 3.795207 -0.331 -0.435 -0.073
O -0.358545 -8.623449 3.970827 0.110 0.032 0.114
C -0.610814 -7.369687 3.634637 -0.135 -0.302 0.063
O -1.636314 -6.935020 3.205577 -0.056 0.204 -0.063
C 0.627345 -6.503223 3.918333 0.262 0.162 -0.038
F 1.745092 -7.085060 3.483279 0.057 -0.104 -0.076
F 0.761922 -6.297927 5.235434 -0.099 -0.023 0.143
F 0.520514 -5.319349 3.327341 -0.192 -0.079 0.046
H -0.601863 -10.418149 2.012518 -0.019 -0.090 0.050
H -2.322377 -10.770931 2.256993 -0.003 -0.014 0.037
H -1.805637 -9.174507 1.700543 -0.083 0.004 0.037
H -1.208850 -10.398544 4.441651 0.179 0.086 0.053
H -2.373284 -9.114573 4.150777 0.057 0.175 -0.048
C 5.744378 -3.654967 -1.826680 -0.095 -0.196 -0.237
C 6.146504 -4.532207 -0.660933 0.083 0.644 0.058
O 5.612914 -5.862127 -0.804068 -0.043 -0.101 0.136
C 6.284547 -6.675517 -1.600088 0.012 0.307 0.158
O 7.281056 -6.424694 -2.208182 0.117 -0.130 -0.137
C 5.609692 -8.058110 -1.607260 -0.099 -0.148 -0.086
F 4.285844 -7.954971 -1.740160 -0.114 0.038 -0.009
F 5.861509 -8.697631 -0.459191 0.052 -0.012 0.140
F 6.069400 -8.801620 -2.604769 0.103 -0.040 -0.110
H 4.660071 -3.653171 -1.941840 -0.015 0.067 0.106
H 6.084383 -2.632136 -1.667570 0.004 -0.001 0.046
H 6.171549 -4.017334 -2.761261 0.094 0.019 0.034
H 5.726379 -4.136526 0.260822 -0.168 -0.256 0.038
H 7.228845 -4.570371 -0.543494 0.012 -0.199 -0.118
```
Forces are in eV/Å.

These are the Mulliken partial charges, in e, on atoms 1 to 99: number 1, C, carries -1.062; number 2, B, carries 1.001; number 3, O, carries -0.704; number 4, C, carries -0.328; number 5, C, carries -0.904; number 6, N, carries -0.445; number 7, O, carries -0.216; number 8, C, carries 1.235; number 9, C, carries -1.946; number 10, N, carries -0.387; number 11, C, carries -1.955; number 12, C, carries -1.060; number 13, C, carries 0.830; number 14, C, carries -1.159; number 15, S, carries 0.995; number 16, O, carries -0.591; number 17, O, carries -0.468; number 18, Cl, carries -0.185; number 19, C, carries 1.186; number 20, N, carries -0.475; number 21, C, carries -1.541; number 22, C, carries -0.517; number 23, C, carries -0.721; number 24, C, carries -0.813; number 25, O, carries -0.420; number 26, C, carries -0.022; number 27, O, carries -0.389; number 28, P, carries 0.673; number 29, C, carries -1.238; number 30, C, carries -1.404; number 31, H, carries 0.298; number 32, H, carries 0.289; number 33, H, carries 0.378; number 34, H, carries 0.281; number 35, H, carries 0.251; number 36, H, carries -0.013; number 37, H, carries 0.299; number 38, H, carries 0.232; number 39, H, carries 0.339; number 40, H, carries 0.418; number 41, H, carries 0.475; number 42, H, carries 0.360; number 43, H, carries 0.258; number 44, H, carries 1.255; number 45, H, carries 0.122; number 46, H, carries 0.707; number 47, H, carries -0.040; number 48, H, carries 0.353; number 49, H, carries -0.786; number 50, H, carries 0.479; number 51, H, carries 0.505; number 52, H, carries 0.198; number 53, H, carries 0.425; number 54, H, carries 0.635; number 55, H, carries 0.329; number 56, H, carries -0.178; number 57, H, carries 0.541; number 58, H, carries 0.600; number 59, H, carries 0.315; number 60, H, carries 0.288; number 61, H, carries 0.451; number 62, H, carries 0.564; number 63, H, carries 0.264; number 64, H, carries 0.730; number 65, H, carries 0.219; number 66, H, carries 0.459; number 67, H, carries 0.335; number 68, H, carries 0.400; number 69, C, carries -0.887; number 70, C, carries -0.429; number 71, O, carries -0.359; number 72, C, carries 0.330; number 73, O, carries -0.512; number 74, C, carries 0.889; number 75, F, carries -0.246; number 76, F, carries -0.262; number 77, F, carries -0.240; number 78, H, carries 0.347; number 79, H, carries 0.275; number 80, H, carries 0.363; number 81, H, carries 0.280; number 82, H, carries 0.462; number 83, C, carries -1.120; number 84, C, carries -0.203; number 85, O, carries -0.320; number 86, C, carries 0.176; number 87, O, carries -0.514; number 88, C, carries 1.117; number 89, F, carries -0.257; number 90, F, carries -0.281; number 91, F, carries -0.245; number 92, H, carries 0.306; number 93, H, carries 0.377; number 94, H, carries 0.317; number 95, H, carries 0.321; number 96, H, carries 0.323; number 97, C, carries -1.130; number 98, C, carries -0.202; number 99, O, carries -0.313